# 1
The following is a quantum chemistry calculation of 7 unconnected molecules or ions with the total composition C14H40NO13, from the Open Molecules 2025 dataset.

- relative energy (zero: lowest compared OMol25 entry of this formula, charge and spin) (eV) = 1.4084
- charge = -1
- HOMO level (Eh) = -0.26118
- HOMO-LUMO gap (eV) = 9.8450

CARTESIAN COORDINATES (ANGSTROEM)
N: -1.5631 4.4715 -29.2191
O: -1.5855 4.3495 -27.9906
O: -2.3950 3.9271 -30.0046
O: -0.7187 5.2100 -29.7245
C: -2.0879 0.9282 -33.8689
C: -2.2882 1.6225 -32.4993
C: -1.4494 1.0920 -31.3220
O: -1.9788 3.0026 -32.5435
H: -2.5232 -0.0705 -33.8321
H: -1.0068 0.8821 -33.9995
H: -2.4654 1.6065 -34.6341
H: -3.3158 1.6518 -32.1370
H: -1.5444 1.6991 -30.4217
H: -0.3830 1.1207 -31.5459
H: -1.8105 0.1149 -31.0012
H: -2.1280 3.3618 -31.6658
C: -7.3231 4.7834 -30.6140
C: -6.0582 4.1761 -29.9958
C: -5.7124 2.7600 -30.5738
O: -5.0203 5.0613 -30.3114
H: -7.6221 5.6703 -30.0553
H: -8.2617 4.2297 -30.6366
H: -7.0960 5.0424 -31.6481
H: -6.1090 4.1526 -28.9072
H: -6.5818 2.1066 -30.5001
H: -4.8078 2.2881 -30.1903
H: -5.4393 2.7454 -31.6289
H: -4.2083 4.5497 -30.3351
C: -3.2430 5.8057 -33.6445
C: -2.5816 6.3754 -32.4153
O: -1.9440 7.6219 -32.6626
O: -2.4473 4.9159 -34.3698
H: -3.5240 6.5694 -34.3697
H: -4.1226 5.2928 -33.2557
H: -1.7897 5.7485 -32.0054
H: -3.2908 6.4767 -31.5937
H: -2.0731 8.2649 -31.9616
H: -2.2739 4.2334 -33.7173
C: 0.7984 5.4990 -32.7746
C: 2.2411 4.9753 -33.0215
O: 2.4195 4.4819 -34.2959
O: 0.5147 6.3831 -33.8371
H: 0.9179 6.1251 -31.8904
H: 0.0605 4.6971 -32.7502
H: 2.3728 4.1849 -32.2826
H: 2.9822 5.7362 -32.7767
H: 1.5979 4.3375 -34.7710
H: -0.4078 6.6473 -33.8652
C: -1.3018 2.8558 -24.7406
C: -0.8384 1.9817 -25.8922
O: 0.1622 2.7679 -26.5214
O: -2.0821 3.9594 -25.1916
H: -0.4834 3.2716 -24.1527
H: -1.8722 2.2277 -24.0564
H: -1.5694 1.6626 -26.6351
H: -0.4309 1.0395 -25.5255
H: -0.2759 3.2464 -27.2290
H: -1.8241 4.1468 -26.0971
C: -0.7099 9.2017 -29.1699
C: -0.2407 10.6347 -28.9764
O: 1.0844 10.7530 -29.3697
O: 0.2664 8.3491 -28.5456
H: -0.6420 9.0477 -30.2469
H: -1.7573 9.1363 -28.8755
H: -0.2944 10.7913 -27.8990
H: -0.8824 11.4149 -29.3856
H: 1.4977 10.0750 -28.8302
H: 0.0438 7.4627 -28.8394

Atomic partial charges in e from the natural (NBO) method, atoms 1 to 2: 0.74 -0.55

=====

# 2
The following is a quantum chemistry calculation of a molecular structure, C14H41N3O5, from the Open Molecules 2025 dataset.

- relative energy (zero: lowest compared OMol25 entry of this formula, charge and spin) (eV) = 11.2983
- charge = 0
- HOMO level (Eh) = -0.26227
- HOMO-LUMO gap (eV) = 7.2442

CARTESIAN COORDINATES (ANGSTROEM)
C: -0.9984 0.3366 -1.3618
O: -0.6556 -0.4806 -0.3096
H: -0.6529 -0.1135 -2.2924
H: -2.0811 0.4312 -1.4448
H: -0.5966 1.3425 -1.2400
H: 0.1831 -0.1919 0.0578
C: -0.3358 3.3568 -0.6968
O: 0.7808 2.7328 -0.0932
H: -0.4839 4.3913 -0.3872
H: -0.1273 3.4301 -1.7642
H: -1.2183 2.7392 -0.5296
H: 1.4299 3.4319 0.0137
C: 0.8795 0.1889 2.0522
C: 1.7512 0.5266 0.8362
C: 2.9302 -0.4662 0.5558
O: 3.9089 -0.2027 1.5587
C: 5.1547 -0.7796 1.3115
N: 0.8369 0.6694 -0.2726
H: 0.2545 1.0645 2.2275
H: 1.4299 0.0286 2.9793
H: 0.1626 -0.6225 1.9265
H: 2.1493 1.5280 0.9995
H: 3.3052 -0.3615 -0.4623
H: 2.5838 -1.4965 0.6372
H: 5.2820 -1.8620 1.3323
H: 5.8885 -0.5046 2.0691
H: 5.5544 -0.4531 0.3515
H: 0.4072 1.5834 -0.2621
H: 1.2674 0.6454 -1.1860
C: 2.7279 -3.8364 -0.3958
C: 1.2930 -3.3949 -0.0297
C: 0.2517 -3.7300 -1.1324
O: 0.4956 -3.1586 -2.4417
C: 0.2481 -1.7275 -2.6425
N: 0.9401 -4.2458 1.0749
H: 3.4687 -3.5483 0.3501
H: 2.9774 -3.3812 -1.3543
H: 2.6649 -4.9244 -0.4115
H: 1.3090 -2.3311 0.2070
H: -0.7539 -3.4786 -0.7953
H: 0.2625 -4.8128 -1.2565
H: 0.6846 -1.3505 -3.5673
H: 0.6581 -1.0697 -1.8761
H: -0.8206 -1.5200 -2.5876
H: 0.0336 -3.9500 1.4078
H: 1.5843 -4.1674 1.8489
C: -3.0683 3.7124 0.1419
C: -3.5784 2.3224 -0.2806
C: -3.9972 1.4637 0.9060
O: -2.9868 1.3480 1.8635
C: -1.9735 0.4399 1.4881
N: -4.6916 2.6122 -1.1715
H: -2.2377 3.6882 0.8473
H: -3.7677 4.2813 0.7546
H: -2.7865 4.2611 -0.7567
H: -2.9223 1.7662 -0.9502
H: -4.3583 0.4848 0.5905
H: -4.8613 1.9004 1.4068
H: -1.6171 0.7336 0.5008
H: -2.3562 -0.5807 1.4789
H: -1.1763 0.4299 2.2314
H: -5.2270 1.7929 -1.4208
H: -5.4087 3.0782 -0.6341

Atomic partial charges in e from the natural (NBO) method, atoms 1 to 2: -0.28 -0.82

=====

# 3
The following is a quantum chemistry calculation of 7 unconnected molecules or ions with the total composition C14H41O7S6, from the Open Molecules 2025 dataset.

- charge = 0
- HOMO level (spin up / spin down) (Eh) = -0.32460 / -0.32450
- 2S+1 = 2
- HOMO-LUMO gap (spin up / spin down) (eV) = 8.7800 / 6.8750

CARTESIAN COORDINATES (ANGSTROEM)
C: 0.9166 0.7455 0.9320
C: 1.2231 1.1411 -0.4958
O: 1.4595 0.1506 -1.4740
H: 0.4522 1.5918 1.4383
H: 1.8039 0.4800 1.5067
H: 0.1832 -0.0609 0.9230
H: 2.0399 1.8500 -0.3608
H: 0.4583 1.8429 -0.8283
C: 0.0075 -2.9186 -0.4904
S: -0.0422 -4.2497 0.7692
O: -1.1315 -5.1956 0.3210
C: 1.5379 -5.1330 0.3499
H: 0.9532 -2.3774 -0.5185
H: -0.7339 -2.1583 -0.2446
H: -0.1458 -3.3552 -1.4773
H: 1.3801 -5.4514 -0.6806
H: 1.5719 -6.0378 0.9568
H: 2.3565 -4.4263 0.4862
C: 1.4012 -2.5263 3.3302
S: 1.9972 -1.2683 4.5900
O: 2.8753 -0.2186 3.9018
C: 0.3931 -0.3877 4.7630
H: 0.8446 -2.0592 2.5177
H: 0.7512 -3.2731 3.7861
H: 2.2622 -3.0849 2.9630
H: -0.3875 -1.0393 5.1555
H: -0.0098 -0.0028 3.8262
H: 0.6808 0.4017 5.4573
C: -4.5419 3.4268 1.9069
S: -3.2031 4.1922 0.8775
O: -2.6900 5.3374 1.7256
C: -1.8925 2.8729 0.9864
H: -4.9939 2.5451 1.4525
H: -5.3600 4.1070 2.1435
H: -4.1546 3.1234 2.8796
H: -1.5620 2.6442 1.9996
H: -0.9225 3.1671 0.5855
H: -2.1372 1.9388 0.4806
C: 4.1555 -1.3542 0.7341
S: 5.4780 -0.4259 -0.2224
O: 5.0508 -0.4548 -1.6992
C: 5.0863 1.2932 0.3066
H: 3.1770 -1.0042 0.4051
H: 4.2731 -1.2138 1.8087
H: 4.2166 -2.4094 0.4680
H: 6.0537 1.7628 0.4843
H: 4.5161 1.3707 1.2324
H: 4.5701 1.6986 -0.5636
C: -3.9006 -2.7321 -1.3248
S: -3.4034 -1.2407 -2.3232
O: -4.6683 -0.7973 -3.0311
C: -3.1513 0.0006 -1.0107
H: -3.0994 -3.0301 -0.6485
H: -4.1687 -3.6108 -1.9115
H: -4.7993 -2.3826 -0.8166
H: -4.1121 0.1790 -0.5278
H: -2.9126 0.9855 -1.4120
H: -2.3355 -0.2260 -0.3241
C: -0.2280 3.5733 -5.6503
S: -0.2258 1.8295 -5.1906
O: 1.2576 1.5049 -4.9684
C: -0.8533 2.0812 -3.5114
H: 0.2363 4.0852 -4.8074
H: -1.2405 3.9156 -5.8641
H: 0.3897 3.7636 -6.5280
H: -0.3883 2.9083 -2.9750
H: -0.7409 1.1409 -2.9717
H: -1.8736 2.4550 -3.5979

Atomic partial charges in e from the natural (NBO) method, atoms 1 to 2: -0.63 -0.15

=====

# 4
The following is a quantum chemistry calculation of a molecular structure, C14H42BeNO17, from the Open Molecules 2025 dataset.

- relative energy (zero: lowest compared OMol25 entry of this formula, charge and spin) (eV) = 0.0000
- charge = +1
- HOMO level (Eh) = -0.42049
- HOMO-LUMO gap (eV) = 3.7316

CARTESIAN COORDINATES (ANGSTROEM)
Be: -2.4899 -1.6552 -1.7191
N: -0.0825 -0.1422 0.3642
O: -0.5987 -0.3334 -0.7331
O: 0.5447 -1.0741 0.8657
O: -0.1546 0.9402 0.9403
C: -0.8135 -1.2994 -4.5595
C: -1.1654 0.1600 -4.1577
O: -2.3768 0.2311 -3.5228
O: -0.4712 -2.0102 -3.4058
H: 0.0283 -1.4420 -5.2372
H: -1.6904 -1.8827 -4.8405
H: -1.1460 0.7352 -5.0834
H: -0.3631 0.5922 -3.5597
H: -2.9314 0.9160 -3.9036
H: 0.4764 -2.1642 -3.4086
C: -4.8445 0.5574 -0.8096
C: -5.5464 -0.7286 -0.4993
O: -5.0755 -1.8075 -1.3254
O: -3.4278 0.4235 -0.8284
H: -5.2134 1.3803 -0.1973
H: -5.1766 0.6600 -1.8427
H: -6.6116 -0.4977 -0.5097
H: -5.2285 -1.0194 0.5019
H: -5.6800 -2.5513 -1.3796
H: -3.0221 1.2156 -0.4685
C: 3.4109 -0.0230 2.3815
C: 4.5517 -0.0240 3.4864
O: 5.7724 -0.6374 3.0709
O: 3.0099 -1.3817 2.0758
H: 3.7908 0.5685 1.5485
H: 2.5683 0.5463 2.7739
H: 4.2445 -0.5183 4.4081
H: 4.8150 0.9491 3.9008
H: 5.6102 -1.5393 2.7849
H: 2.2223 -1.3952 1.5271
C: 2.6097 -1.0047 -2.5369
C: 3.9743 -0.3405 -2.7891
O: 4.3265 -0.1769 -4.1182
O: 2.4869 -2.2502 -3.1861
H: 1.8991 -0.3403 -3.0286
H: 2.2103 -0.9467 -1.5243
H: 4.7562 -0.9066 -2.2829
H: 3.9944 0.6500 -2.3345
H: 4.5485 -1.0362 -4.4840
H: 3.3043 -2.7201 -3.0055
C: -1.3573 3.6250 2.8598
C: -1.8268 3.7788 4.3526
O: -3.2067 3.9736 4.2843
O: 0.0874 3.6072 2.8693
H: -1.6423 4.4252 2.1767
H: -1.7329 2.7422 2.3424
H: -1.3442 4.6816 4.7270
H: -1.5486 2.9504 5.0042
H: -3.4671 4.4451 5.0789
H: 0.4334 2.7346 2.6679
C: -1.3465 3.2009 -1.3554
C: -0.1351 4.0789 -0.8939
O: 0.8898 3.4953 -0.0832
O: -2.0492 2.7099 -0.1939
H: -1.0078 2.3294 -1.9156
H: -1.8392 3.9013 -2.0298
H: -0.5566 4.8953 -0.3073
H: 0.2999 4.7267 -1.6550
H: 0.6661 2.6054 0.1990
H: -1.3128 2.3216 0.2841
C: 1.3856 -4.6677 1.3433
C: 1.1578 -4.3403 2.7867
O: 1.0264 -5.5536 3.5893
O: 0.3664 -5.4384 0.7262
H: 2.3776 -5.1181 1.3098
H: 1.3673 -3.7561 0.7460
H: 0.2092 -3.8189 2.9154
H: 1.9994 -3.7181 3.0911
H: 0.8102 -5.2612 4.4778
H: 0.2514 -6.2321 1.2539

Atomic partial charges in e from the Mulliken method, atoms 1 to 2: 1.15 0.84

=====

# 5
The following is a quantum chemistry calculation of 5 unconnected molecules or ions with the total composition C14H42NO20P5, from the Open Molecules 2025 dataset.

- charge = 0
- HOMO level (Eh) = -0.33726
- SMILES = N=P(O)(O)COC=O.COP(=O)(OC)OC.COP(=O)(OC)OC.COP(=O)(OC)OC.COP(=O)(OC)OC
- HOMO-LUMO gap (eV) = 9.3236

CARTESIAN COORDINATES (ANGSTROEM)
N: -2.1976 1.2260 -0.6541
P: -2.4161 1.0775 -2.2229
O: -0.9808 1.5831 -2.9838
O: -2.6279 -0.5677 -2.5858
C: -3.9010 2.1297 -2.7667
O: -4.9454 2.2089 -1.7287
C: -5.3000 0.8275 -1.5037
O: -5.3825 0.3094 -0.3731
H: -2.8928 1.8438 -0.2135
H: -0.2772 1.0448 -2.5294
H: -3.1977 -1.0146 -1.9197
H: -3.5745 3.1892 -3.0763
H: -4.4284 1.6640 -3.6869
H: -5.4862 0.1799 -2.4391
C: 2.5820 3.3105 -4.7835
O: 3.0527 2.0300 -5.1880
P: 3.4260 0.9561 -4.0656
O: 2.8421 1.1923 -2.7234
O: 5.0253 0.8528 -4.1036
C: 5.7897 1.9999 -4.4307
O: 2.9830 -0.4210 -4.7476
C: 3.4572 -1.6178 -4.1470
H: 3.1286 4.0758 -5.3385
H: 1.5206 3.3919 -5.0252
H: 2.7271 3.4915 -3.7182
H: 5.4710 2.8673 -3.8471
H: 5.6941 2.2099 -5.4989
H: 6.8378 1.7925 -4.2123
H: 3.5409 -1.5121 -3.0620
H: 4.4331 -1.8737 -4.5651
H: 2.7551 -2.4218 -4.3699
C: 0.4629 -0.4481 1.6089
O: 0.0401 -0.4420 2.9667
P: -0.1828 -1.8375 3.7106
O: 0.4858 -3.0130 3.0994
O: -1.7719 -1.9695 3.8785
C: -2.6250 -1.4166 2.8897
O: 0.2882 -1.5098 5.2035
C: -0.0680 -2.4466 6.2095
H: -0.1697 0.2395 1.0428
H: 1.4963 -0.0998 1.5563
H: 0.3881 -1.4363 1.1532
H: -2.3146 -1.7175 1.8860
H: -2.6222 -0.3272 2.9726
H: -3.6401 -1.7734 3.0679
H: -0.0756 -3.4675 5.8177
H: -1.0560 -2.1996 6.6044
H: 0.6615 -2.3845 7.0177
C: -1.4346 -10.5535 5.2094
O: -1.9156 -9.3156 4.7071
P: -0.8849 -8.1064 4.5202
O: 0.5466 -8.4820 4.4535
O: -1.2601 -7.0577 5.6748
C: -1.7537 -7.5331 6.9137
O: -1.4442 -7.3816 3.2110
C: -0.9453 -6.0782 2.9334
H: -2.1011 -10.8899 6.0069
H: -1.4469 -11.2925 4.4059
H: -0.4255 -10.4745 5.6159
H: -1.1250 -8.3354 7.3085
H: -2.7797 -7.8876 6.7864
H: -1.7602 -6.7065 7.6252
H: 0.0958 -5.9750 3.2489
H: -1.5581 -5.3364 3.4496
H: -1.0071 -5.9017 1.8593
C: 1.9195 8.5935 -4.4469
O: 1.5029 8.6044 -3.0892
P: 1.2859 7.2098 -2.3375
O: 1.9528 6.0355 -2.9472
O: -0.3020 7.0744 -2.1614
C: -1.1611 7.6195 -3.1466
O: 1.7625 7.5456 -0.8498
C: 1.4136 6.6120 0.1636
H: 1.2837 9.2777 -5.0131
H: 2.9519 8.9434 -4.5052
H: 1.8447 7.6031 -4.8980
H: -0.8553 7.3146 -4.1508
H: -1.1612 8.7095 -3.0684
H: -2.1740 7.2604 -2.9611
H: 1.4069 5.5894 -0.2229
H: 0.4270 6.8582 0.5619
H: 2.1467 6.6803 0.9678

Atomic partial charges in e from the Mulliken method, atoms 1 to 2: -0.53 0.78

=====

# 6
The following is a quantum chemistry calculation of 7 unconnected molecules or ions with the total composition C14H42O14, from the Open Molecules 2025 dataset.

- relative energy (zero: lowest compared OMol25 entry of this formula, charge and spin) (eV) = 1.8581
- charge = +1
- HOMO level (spin up / spin down) (Eh) = -0.44797 / -0.44796
- 2S+1 = 2
- HOMO-LUMO gap (spin up / spin down) (eV) = 9.6339 / 2.6698

CARTESIAN COORDINATES (ANGSTROEM)
C: 2.6884 0.1183 4.0257
C: 3.7828 -0.9477 4.5942
O: 5.0935 -0.3411 4.5970
O: 2.6606 1.1896 4.8534
H: 1.6701 -0.2394 3.8733
H: 2.9774 0.5935 3.0883
H: 3.7549 -1.8671 4.0095
H: 3.4078 -1.1428 5.5989
H: 4.8465 0.5344 4.9037
H: 2.3275 1.9061 4.3082
C: 1.0629 -4.8977 2.3421
C: 1.4354 -3.3664 2.1336
O: 0.5555 -2.9422 1.1503
O: -0.1025 -5.1903 3.0653
H: 1.8656 -5.3196 2.9468
H: 0.9881 -5.4097 1.3827
H: 2.4771 -3.2388 1.8392
H: 1.1892 -2.7649 3.0087
H: 0.7347 -2.0549 0.8307
H: -0.9041 -4.8887 2.6317
C: 0.3919 2.5851 -4.2869
C: -0.7926 1.9898 -3.4273
O: -0.8711 0.5790 -3.3150
O: 1.5979 2.5213 -3.4417
H: 0.3803 3.6499 -4.5194
H: 0.4929 2.1341 -5.2740
H: -1.7610 2.2881 -3.8290
H: -0.8890 2.3915 -2.4187
H: -1.8032 0.3552 -3.3661
H: 2.1755 1.7877 -3.6652
C: 0.6001 0.8831 0.0612
C: 0.2449 1.3720 1.4832
O: -0.1065 2.6883 1.6970
O: 0.6859 -0.5689 0.0125
H: 1.6250 1.1566 -0.1897
H: -0.0350 1.1990 -0.7664
H: 1.1483 1.1676 2.0579
H: -0.4199 0.7361 2.0679
H: -0.6071 2.9268 0.9134
H: 0.5545 -0.9057 -0.8768
C: 1.6215 -1.9171 -3.7993
C: 2.5556 -0.9967 -4.6496
O: 1.8466 0.0303 -5.4167
O: 1.2893 -1.2491 -2.6308
H: 1.9672 -2.9232 -3.5618
H: 0.7025 -1.9179 -4.3853
H: 3.1626 -1.7099 -5.2072
H: 3.4048 -0.5364 -4.1445
H: 2.5240 0.2794 -6.0496
H: 0.7315 -0.5377 -2.9539
C: -2.0481 -1.6447 1.9601
C: -3.1832 -0.7025 1.4503
O: -2.9782 -0.5200 0.0430
O: -2.2711 -2.9903 1.4621
H: -2.2004 -1.5525 3.0355
H: -1.0403 -1.3418 1.6758
H: -3.2038 0.2485 1.9825
H: -4.1941 -1.0958 1.5572
H: -2.0448 -0.5145 -0.1813
H: -1.3910 -3.3488 1.3260
C: -3.2215 3.1502 -0.9451
C: -4.7404 3.0282 -0.3430
O: -5.4011 4.3060 -0.4026
O: -2.3924 3.9976 -0.1670
H: -3.3959 3.4014 -1.9913
H: -2.7075 2.1893 -0.9229
H: -4.7599 2.7509 0.7110
H: -5.4415 2.3370 -0.8109
H: -5.3723 4.7323 -1.2623
H: -2.9414 4.3805 0.5212

Atomic partial charges in e from the natural (NBO) method, atoms 1 to 2: -0.08 -0.08

=====

Listing strongest force on any atom for the structures above in their given order: 0.0418 0.2576 0.0538 0.0892 0.0964 0.0743 Eh/bohr.
Listing energy for the structures above in their given order: -43270.901 -29877.764 -94517.570 -51879.668 -104091.734 -43848.232 eV.